Entry 1:
{
  "formula": "C4H12",
  "method": "the ωB97M-V functional and the def2-TZVPD basis",
  "symbols": ["C", "C", "H", "H", "H", "H", "H", "H", "C", "C", "H", "H", "H", "H", "H", "H"],
  "xyz": [[0.7812, 0.9952, -2.3424], [-0.0678, -0.2662, -2.6110], [1.5693, 0.9148, -3.0883], [0.2372, 1.9186, -2.4724], [1.1113, 0.8869, -1.3109], [-0.0766, -0.5448, -3.6721], [0.4624, -1.1543, -2.2879], [-1.0512, -0.2453, -2.1713], [-0.5100, -0.9730, 2.9121], [-0.2125, 0.2904, 2.1117], [-0.4285, -1.8664, 2.3019], [0.3337, -1.0764, 3.6082], [-1.4000, -0.8674, 3.5266], [-0.3585, 1.2730, 2.5812], [-1.0368, 0.6200, 1.4356], [0.6466, 0.0951, 1.4790]],
  "mulliken_charge": [-0.648, -0.924, 0.271, 0.258, 0.147, 0.324, 0.286, 0.287, -0.837, -0.799, 0.280, 0.242, 0.300, 0.344, 0.244, 0.225],
  "gap_ev": 12.04,
  "e_lumo_ev": 1.071,
  "smiles": "CC.CC",
  "homo_energy_ha": -0.4031,
  "de_lowest_kcal_mol": 19.3
}


Entry 2:
{
  "formula": "C3H4Br2N2O2",
  "method": "the ωB97M-V functional and the def2-TZVPD basis",
  "symbols": ["C", "C", "C", "N", "N", "O", "O", "Br", "Br", "H", "H", "H", "H"],
  "xyz": [[0.5894, -0.1885, -1.8838], [-1.7854, 0.1055, -1.0052], [-0.3471, 0.4286, -1.1914], [1.3740, -0.4217, 0.9705], [1.0623, -0.5604, 2.2650], [1.4291, -0.8335, -2.3663], [2.4360, 0.0721, 0.7420], [-2.4246, -0.1640, 0.9062], [0.4453, 2.1250, -0.5997], [-2.1307, -0.7734, -1.6438], [-2.3382, 0.8982, -1.5074], [0.0574, -0.6245, 2.3874], [1.6324, -0.0633, 2.9266]],
  "lowdin_spin": [0.424, 0.055, 0.554, 0.020, 0.003, 0.394, 0.004, 0.079, 0.446, 0.004, 0.017, 0.000, 0.001],
  "gap_ev": [6.49, 7.01],
  "e_lumo_ev": [0.154, -2.614],
  "multiplicity": 3,
  "homo_energy_ha": [-0.2329, -0.3538],
  "de_lowest_kcal_mol": 63.2,
  "s_squared": 2.012
}


Entry 3:
{
  "formula": "C6H10O",
  "method": "the ωB97M-V functional and the def2-TZVPD basis",
  "symbols": ["C", "C", "C", "C", "O", "C", "C", "H", "H", "H", "H", "H", "H", "H", "H", "H", "H"],
  "xyz": [[-1.6026, 0.3696, 0.6295], [-0.2852, -0.2621, 0.3226], [0.1422, -1.1868, -0.5619], [1.4059, -0.4255, -0.8122], [1.2005, 0.7862, -1.6327], [1.1796, 1.6322, -0.4739], [1.0689, 0.4167, 0.4354], [-1.6362, 0.8457, 1.6140], [-2.4586, -0.2957, 0.4866], [-1.6976, 1.1702, -0.1202], [-1.5377, -2.3857, 1.1347], [-0.2940, -2.0668, -1.0289], [-1.9243, -2.5467, 0.5243], [2.3587, -0.8843, -1.0741], [0.3314, 2.3300, -0.4494], [2.1246, 2.1833, -0.3664], [1.6246, 0.3197, 1.3726]],
  "mulliken_charge": [-1.188, 0.224, -0.581, -0.053, -0.424, -0.493, -0.211, 0.304, 0.391, 0.284, 0.005, 0.356, 0.015, 0.421, 0.271, 0.257, 0.423],
  "gap_ev": 10.35,
  "e_lumo_ev": 1.135,
  "homo_energy_ha": -0.3385,
  "de_lowest_kcal_mol": 85.1
}


Entry 4:
{
  "formula": "C4H5NO2",
  "method": "the ωB97M-V functional and the def2-TZVPD basis",
  "symbols": ["C", "C", "C", "C", "H", "H", "H", "H", "H", "N", "O", "O"],
  "xyz": [[1.1003, -0.5568, -0.0250], [0.7870, 0.9255, 0.0062], [-0.7335, 0.8964, -0.0625], [-1.1457, -0.5941, -0.0954], [1.4199, 1.5994, -0.7127], [1.1912, 1.2604, 1.0736], [-1.2358, 1.2781, 0.7721], [-1.4335, 1.1180, -1.0742], [0.0923, -2.4308, 0.2324], [0.0527, -1.3674, -0.0552], [2.1978, -1.1030, -0.0760], [-2.2928, -1.0258, 0.0165]],
  "mulliken_charge": [0.265, -0.254, -0.299, 0.273, 0.275, 0.195, 0.302, 0.219, 0.319, -0.066, -0.639, -0.591],
  "gap_ev": 10.58,
  "e_lumo_ev": 0.653,
  "smiles": "O=C1CCC(=O)N1",
  "homo_energy_ha": -0.3648,
  "de_lowest_kcal_mol": 17.3
}


Entry 5:
{
  "formula": "C32H61F3HgNO16S6",
  "method": "the ωB97M-V functional and the def2-TZVPD basis",
  "symbols": ["Hg", "C", "F", "F", "F", "S", "O", "O", "O", "C", "C", "O", "C", "H", "H", "H", "H", "H", "H", "C", "C", "O", "C", "H", "H", "H", "H", "H", "H", "C", "C", "O", "C", "H", "H", "H", "H", "H", "H", "C", "C", "N", "H", "H", "H", "C", "C", "C", "S", "O", "O", "C", "H", "H", "H", "H", "H", "H", "H", "H", "C", "C", "C", "S", "O", "O", "C", "H", "H", "H", "H", "H", "H", "H", "H", "C", "C", "C", "S", "O", "O", "C", "H", "H", "H", "H", "H", "H", "H", "H", "C", "C", "C", "S", "O", "O", "C", "H", "H", "H", "H", "H", "H", "H", "H", "C", "C", "C", "S", "O", "O", "C", "H", "H", "H", "H", "H", "H", "H", "H"],
  "xyz": [[-5.4082, -51.5425, -10.1782], [-9.5170, -45.2767, -7.1927], [-9.9435, -44.6706, -6.0590], [-10.2571, -45.0776, -8.2474], [-8.3833, -44.7672, -7.5190], [-9.2937, -47.1865, -6.8101], [-10.6713, -47.7298, -6.7782], [-8.4631, -47.7177, -7.9075], [-8.5386, -47.3121, -5.5966], [-9.3004, -43.2721, 2.2179], [-8.2316, -42.6712, 1.3182], [-7.4987, -41.8248, 1.7793], [-8.1503, -43.3254, -0.0725], [-10.0970, -43.7517, 1.6492], [-9.8449, -42.4746, 2.7235], [-9.0084, -44.0408, 2.9335], [-9.0176, -42.9527, -0.6175], [-8.3260, -44.3916, 0.0703], [-7.2375, -43.0406, -0.5958], [-14.9202, -49.0040, -0.6839], [-15.9547, -49.6262, 0.1981], [-15.9434, -50.8078, 0.4234], [-17.0678, -48.7412, 0.7717], [-15.0080, -47.9410, -0.4595], [-15.2065, -49.0416, -1.7349], [-13.9153, -49.3895, -0.5121], [-16.8069, -48.1630, 1.6580], [-17.8339, -49.4973, 0.9433], [-17.3362, -47.9538, 0.0673], [-4.5378, -39.6216, -11.8853], [-3.1329, -39.0576, -11.9436], [-2.1130, -39.7638, -11.8657], [-3.0044, -37.5706, -12.0644], [-5.1444, -39.0304, -12.5713], [-5.0330, -39.6509, -10.9148], [-4.4645, -40.6562, -12.2205], [-3.8903, -37.0865, -11.6534], [-2.8526, -37.3829, -13.1273], [-2.1283, -37.2219, -11.5175], [-15.9906, -42.8039, -4.4720], [-15.8090, -41.7802, -5.5147], [-15.6427, -40.9794, -6.3099], [-16.9612, -43.2794, -4.6129], [-15.8590, -42.3607, -3.4849], [-15.2076, -43.5589, -4.5414], [-8.3579, -56.8060, -2.7898], [-9.2761, -55.5348, -2.8413], [-8.4668, -54.2947, -2.7950], [-6.8468, -54.6549, -3.6701], [-5.7337, -54.2616, -2.7904], [-6.7941, -54.2572, -5.1112], [-7.1218, -56.5047, -3.6527], [-8.9684, -57.6741, -3.0383], [-8.0144, -57.0795, -1.7921], [-9.9481, -55.5045, -1.9836], [-9.9280, -55.6380, -3.7087], [-8.3053, -54.0576, -1.7434], [-8.9181, -53.4255, -3.2734], [-6.1696, -56.9696, -3.3972], [-7.3838, -56.7497, -4.6820], [-8.5651, -45.6673, -17.0036], [-8.9101, -46.7920, -18.0165], [-8.5038, -48.0864, -17.2780], [-9.0140, -47.8761, -15.5070], [-7.9022, -48.2909, -14.6065], [-10.3109, -48.4560, -15.2768], [-9.1276, -46.0531, -15.6975], [-8.7711, -44.6562, -17.3551], [-7.4907, -45.5216, -16.8925], [-8.2489, -46.7832, -18.8831], [-9.9697, -46.7452, -18.2677], [-7.4198, -48.1931, -17.3206], [-8.8124, -49.0088, -17.7699], [-8.8414, -45.5619, -14.7675], [-10.2121, -45.9519, -15.6568], [-10.4018, -37.0186, -4.3638], [-11.1067, -35.7108, -4.6242], [-10.0231, -34.6898, -5.2078], [-8.5993, -35.7409, -5.8148], [-7.4734, -35.5653, -4.8951], [-8.4740, -35.5305, -7.2892], [-9.4305, -37.3344, -5.4041], [-11.1799, -37.7695, -4.2265], [-9.8477, -36.8868, -3.4344], [-11.6292, -35.1942, -3.8191], [-11.8452, -35.8820, -5.4074], [-9.7797, -34.0324, -4.3730], [-10.3803, -34.0056, -5.9774], [-8.6858, -38.0782, -5.1209], [-9.9076, -37.5577, -6.3584], [-13.9565, -54.6227, -12.4510], [-14.5775, -54.4079, -11.0406], [-13.5703, -53.6883, -10.1745], [-11.9981, -54.5540, -10.4764], [-11.8351, -55.7475, -9.6244], [-10.9084, -53.5626, -10.5956], [-12.4884, -55.1905, -12.1550], [-13.9096, -53.6225, -12.8817], [-14.5998, -55.2137, -13.1029], [-14.8282, -55.3589, -10.5707], [-15.4431, -53.7455, -11.0420], [-13.7214, -53.7646, -9.0977], [-13.2807, -52.6884, -10.4978], [-12.3313, -56.2610, -12.2871], [-11.8130, -54.6634, -12.8289], [-1.6516, -45.4508, -3.9846], [-1.9976, -44.6270, -5.2501], [-1.4758, -45.4695, -6.4667], [-1.5783, -47.2008, -5.8932], [-0.2499, -47.7817, -5.8241], [-2.6674, -47.8579, -6.6444], [-2.0199, -46.8926, -4.1815], [-1.9514, -45.0026, -3.0373], [-0.5685, -45.5242, -3.8870], [-1.5089, -43.6529, -5.2695], [-3.0707, -44.4822, -5.3744], [-0.4734, -45.1633, -6.7659], [-1.9981, -45.4465, -7.4231], [-1.5714, -47.6447, -3.5325], [-3.0984, -47.0351, -4.1125]],
  "mulliken_charge": [0.570, 0.687, -0.202, -0.187, -0.198, 1.108, -0.432, -0.387, -0.406, -1.003, 0.756, -0.491, -1.053, 0.324, 0.326, 0.287, 0.295, 0.343, 0.310, -0.945, 0.724, -0.500, -1.027, 0.305, 0.270, 0.309, 0.290, 0.313, 0.344, -1.006, 0.751, -0.525, -0.952, 0.335, 0.284, 0.313, 0.323, 0.270, 0.337, -0.691, 0.273, -0.326, 0.250, 0.255, 0.241, -0.639, -0.586, -0.609, 1.012, -0.611, -0.617, -0.663, 0.361, 0.296, 0.322, 0.300, 0.360, 0.366, 0.429, 0.325, -0.624, -0.547, -0.739, 1.029, -0.648, -0.626, -0.683, 0.354, 0.306, 0.297, 0.298, 0.387, 0.417, 0.443, 0.334, -0.488, -0.710, -0.627, 1.046, -0.620, -0.648, -0.669, 0.318, 0.306, 0.329, 0.303, 0.339, 0.374, 0.396, 0.352, -0.614, -0.592, -0.724, 1.074, -0.626, -0.652, -0.610, 0.290, 0.347, 0.329, 0.333, 0.414, 0.363, 0.382, 0.320, -0.593, -0.606, -0.646, 1.116, -0.630, -0.642, -0.674, 0.367, 0.295, 0.320, 0.287, 0.340, 0.388, 0.407, 0.332],
  "gap_ev": 1.15,
  "e_lumo_ev": -10.053,
  "homo_energy_ha": -0.4116,
  "charge": 1
}